# C43H36F3FeN3P2S2

A structure of composition C43H36F3FeN3P2S2 at a distorted geometry (the ωB97M-V functional and the def2-TZVPD basis, the OMol25 dataset).

The geometry in XYZ format:
```
90
C43H36F3FeN3P2S2 (the ωB97M-V functional and the def2-TZVPD basis)
Fe -0.05699 -0.70814 -1.24108
C -0.12758 -0.47165 2.13846
N -0.09936 0.96194 2.23568
C 0.00086 1.78948 1.05994
P -0.94984 1.20291 -0.48571
C -0.95420 2.72182 -1.47467
C 0.28033 3.27034 -1.87741
C 0.30042 4.56578 -2.39441
C -0.87114 5.26891 -2.61307
C -2.09271 4.64509 -2.36159
C -2.14341 3.38460 -1.76671
C -2.60437 0.86764 0.16270
C -3.20281 1.84043 0.95672
C -4.40516 1.53623 1.59462
C -5.03318 0.32450 1.37986
C -4.46708 -0.60820 0.49481
C -3.23495 -0.37551 -0.07086
C -0.22751 1.56734 3.51260
C 0.65160 2.60118 3.90351
C 0.51495 3.23099 5.14266
C -0.44809 2.83978 6.09010
C -1.25584 1.77233 5.71616
C -1.16638 1.14967 4.46607
P 0.89251 -1.25232 0.73626
C 1.03672 -2.93875 1.50640
C 2.27436 -3.40934 1.94246
C 2.32502 -4.64804 2.61485
C 1.19005 -5.40714 2.78918
C -0.02714 -4.93200 2.28577
C -0.10996 -3.70162 1.67038
C 2.51964 -0.45748 0.95780
C 3.21029 0.05741 -0.16238
C 4.37126 0.79680 0.03950
C 4.83933 1.04420 1.33451
C 4.18858 0.46771 2.41636
C 3.03353 -0.26263 2.22984
H -1.16948 -0.85018 2.03475
H 0.23129 -0.84128 3.11797
H 1.07370 1.91327 0.72998
H -0.39134 2.79160 1.36284
H 1.20321 2.68576 -1.76709
H 1.26022 4.98657 -2.64349
H -0.84353 6.27479 -3.02617
H -2.99575 5.16720 -2.61362
H -3.12642 2.93082 -1.58976
H -2.74678 2.83639 1.08181
H -4.83816 2.24818 2.27823
H -5.95209 0.08647 1.92993
H -4.96122 -1.53789 0.25886
H -2.71363 -1.10762 -0.70786
H 1.46540 2.89191 3.23713
H 1.17398 4.07140 5.37305
H -0.51801 3.31102 7.06004
H -2.03023 1.43571 6.39684
H -1.88609 0.36340 4.20533
H 3.21108 -2.85561 1.75199
H 3.26483 -5.05307 2.97416
H 1.25817 -6.35671 3.28776
H -0.92151 -5.53180 2.41920
H -1.05475 -3.30993 1.26302
H 2.78772 -0.08478 -1.15112
H 4.91538 1.21484 -0.81325
H 5.71721 1.64628 1.50251
H 4.57402 0.59339 3.43567
H 2.52659 -0.72595 3.10678
S -0.93253 -2.89828 -1.61295
C 0.65740 -3.58486 -1.72170
C 0.76787 -4.96801 -1.91438
C 2.02773 -5.54036 -1.89854
C 3.14846 -4.71516 -1.72145
C 2.94637 -3.34776 -1.61720
N 1.72072 -2.77845 -1.54109
H -0.13319 -5.57249 -2.02891
H 2.09354 -6.63244 -1.97328
H 4.17616 -5.07622 -1.72602
H 3.75554 -2.64287 -1.57247
F 1.36049 1.79598 -5.94396
C 0.33202 0.95710 -6.29403
F 0.96320 -0.18766 -6.68457
F -0.15636 1.48444 -7.45325
C -0.73065 0.78791 -5.26613
C -2.04872 1.03790 -5.64901
C -3.06942 0.82193 -4.71947
C -2.74033 0.29706 -3.47499
N -1.49794 0.07171 -3.09487
C -0.46769 0.33720 -3.92892
S 1.05020 -0.02733 -3.23029
H -2.27304 1.35137 -6.65919
H -4.10606 1.05226 -4.95122
H -3.50935 0.04856 -2.74686
```

As for the LUMO energy (alpha / beta): -2.199 / -4.339 eV. The energy above the lowest of the compared OMol25 structures with the same formula, charge and spin comes out at 0.00 kcal/mol. The value obtained for the HOMO energy (alpha / beta) is -10.4 / -10.4 eV. Its net charge is +1. Its multiplicity is 6.

# C43H36MoN2P2S4Te

A structure of composition C43H36MoN2P2S4Te at a distorted geometry (the ωB97M-V functional and the def2-TZVPD basis, the OMol25 dataset).

The geometry in XYZ format:
```
89
C43H36MoN2P2S4Te (the ωB97M-V functional and the def2-TZVPD basis)
Mo 0.21380 -0.39971 0.21920
S 1.13220 0.91099 1.97690
S 1.87840 3.97459 0.96240
S 0.59140 2.25309 -1.93180
S 0.36880 0.22289 -2.08880
C 5.75060 1.54599 -0.15980
C 5.80940 0.62809 0.87740
C 4.80440 -0.31241 1.04920
C 3.75230 -0.34241 0.14090
C 3.71160 0.56279 -0.92200
C 4.70410 1.51179 -1.06860
P 2.41400 -1.58121 0.11230
C 2.86820 -2.45991 -1.41000
C 4.16480 -2.97691 -1.45490
C 4.58900 -3.68301 -2.56360
C 3.74580 -3.83571 -3.65450
C 2.47860 -3.27551 -3.63650
C 2.03160 -2.60031 -2.51270
C 2.74470 -2.74551 1.46570
C 3.04190 -4.08681 1.23270
C 3.31340 -4.92991 2.29650
C 3.27680 -4.44671 3.59550
C 2.96810 -3.11541 3.83540
C 2.69110 -2.26691 2.77820
H 6.53110 2.28219 -0.27170
H 6.65550 0.63279 1.54710
H 4.85090 -1.02201 1.86350
H 2.93030 0.47259 -1.66900
H 4.67540 2.20069 -1.89900
H 4.83290 -2.82661 -0.61650
H 5.57890 -4.11371 -2.57400
H 4.07870 -4.37961 -4.52460
H 1.83880 -3.37221 -4.50030
H 1.03240 -2.17691 -2.51010
H 3.07900 -4.46911 0.22190
H 3.55930 -5.96311 2.10410
H 3.48650 -5.10701 4.42180
H 2.94730 -2.73031 4.84410
H 2.44450 -1.22421 2.96690
Te 0.05700 2.49289 0.53210
C 1.29450 5.55499 0.35310
C 2.26060 6.48349 -0.01050
C 1.86520 7.75779 -0.38560
C 0.52260 8.09839 -0.40610
C -0.43220 7.15179 -0.06880
C -0.05270 5.87709 0.31650
H 3.30700 6.22079 0.02540
H 2.61310 8.48479 -0.65560
H 0.21590 9.09749 -0.67730
H -1.47740 7.41059 -0.08960
H -0.80350 5.14559 0.61490
N -1.52750 -0.06761 0.47640
P -3.12440 -0.12081 0.28730
C -3.70390 1.54809 -0.08930
C -2.95600 2.31749 -0.97880
C -3.41880 3.56569 -1.35880
C -4.62870 4.02999 -0.86080
C -5.36950 3.26239 0.02490
C -4.90700 2.01789 0.42140
C -3.90050 -0.77291 1.77630
C -3.39390 -0.35421 3.00500
C -3.94700 -0.85021 4.17130
C -4.98990 -1.76271 4.10910
C -5.49350 -2.17091 2.88300
C -4.95690 -1.67541 1.70700
C -3.44340 -1.18261 -1.14250
C -3.07800 -2.51871 -0.99340
C -3.21140 -3.38671 -2.06100
C -3.69880 -2.92101 -3.27530
C -4.08290 -1.59621 -3.41090
C -3.96190 -0.71751 -2.34600
H -2.06040 1.89459 -1.42750
H -2.85280 4.16429 -2.05720
H -5.00140 4.99139 -1.17820
H -6.31220 3.62369 0.40540
H -5.47840 1.41049 1.10830
H -2.57400 0.35759 3.04300
H -3.56630 -0.52361 5.12700
H -5.41200 -2.15211 5.02290
H -6.30890 -2.87471 2.84360
H -5.35080 -1.98011 0.74670
H -2.71390 -2.86231 -0.03170
H -2.94380 -4.42661 -1.94670
H -3.78270 -3.59381 -4.11590
H -4.47490 -1.24431 -4.35290
H -4.27900 0.30939 -2.45490
N -0.04360 -3.49341 -0.30830
C 0.00820 -2.32371 -0.28130
H 0.00380 -4.45211 -0.57920
```

As for the LUMO energy: -7.009 eV. The energy above the lowest of the compared OMol25 structures with the same formula, charge and spin comes out at 50.35 kcal/mol. The value obtained for the HOMO energy is -13.1 eV. Its net charge is +2. Its multiplicity is 1.

# C43H36MoN2P2S4Te

A structure of composition C43H36MoN2P2S4Te (the ωB97M-V functional and the def2-TZVPD basis, the OMol25 dataset).

The geometry in XYZ format:
```
89
C43H36MoN2P2S4Te (the ωB97M-V functional and the def2-TZVPD basis)
Mo -1.61758 0.45478 -0.68918
S -1.73635 1.71267 1.50348
S -3.42060 2.94458 1.44310
S -3.34563 3.60719 -0.46025
S -3.29620 1.79221 -1.50248
C -1.95938 -0.71043 5.40515
C -3.06624 -1.22955 4.75427
C -3.00683 -1.52602 3.39771
C -1.82930 -1.30475 2.69268
C -0.71229 -0.79441 3.35625
C -0.77776 -0.49571 4.70469
P -1.66912 -1.58020 0.90575
C -0.23982 -2.68181 0.78703
C -0.14110 -3.75942 1.67225
C 0.95479 -4.60159 1.61362
C 1.96297 -4.37179 0.68271
C 1.87391 -3.29777 -0.18864
C 0.77355 -2.45384 -0.13150
C -3.14799 -2.49857 0.39938
C -3.10563 -3.81032 -0.06175
C -4.25890 -4.40890 -0.55322
C -5.45189 -3.70172 -0.59547
C -5.49650 -2.38544 -0.15234
C -4.34853 -1.78432 0.33516
H -2.01216 -0.47975 6.46064
H -3.98182 -1.41178 5.30053
H -3.87632 -1.94447 2.91094
H 0.21541 -0.62923 2.81627
H 0.09018 -0.09109 5.20790
H -0.91466 -3.93220 2.41098
H 1.02858 -5.43540 2.29858
H 2.81985 -5.03088 0.64415
H 2.65785 -3.11769 -0.91432
H 0.69738 -1.61276 -0.80458
H -2.18042 -4.37054 -0.04042
H -4.22446 -5.43388 -0.89766
H -6.34870 -4.17541 -0.97157
H -6.42392 -1.82986 -0.18657
H -4.39202 -0.74885 0.66268
Te 0.22153 3.11284 1.32938
C 0.59207 3.19092 3.39186
C -0.16810 4.02557 4.20570
C 0.10789 4.08650 5.56427
C 1.15326 3.34565 6.09694
C 1.92550 2.53308 5.27733
C 1.64054 2.44440 3.92325
H -0.96865 4.62256 3.78803
H -0.48446 4.72722 6.20340
H 1.37566 3.41055 7.15342
H 2.74876 1.96738 5.69378
H 2.24516 1.81699 3.28075
N -0.13239 0.74774 -1.55089
P 1.25719 1.00484 -2.40545
C 0.86337 2.08800 -3.76023
C -0.10450 3.07962 -3.58697
C -0.36623 3.96162 -4.62141
C 0.33194 3.85447 -5.81804
C 1.29017 2.86465 -5.99105
C 1.55961 1.97507 -4.96377
C 1.91743 -0.53462 -3.02319
C 1.03922 -1.51844 -3.48003
C 1.53816 -2.68128 -4.03680
C 2.91239 -2.86021 -4.15292
C 3.78753 -1.87770 -3.71491
C 3.29480 -0.71102 -3.14714
C 2.42380 1.76987 -1.29522
C 3.03728 0.99932 -0.30393
C 3.86818 1.60710 0.61920
C 4.07822 2.98141 0.56508
C 3.46848 3.74822 -0.41732
C 2.64283 3.14434 -1.35496
H -0.65604 3.15167 -2.65664
H -1.11673 4.73035 -4.49762
H 0.12294 4.54452 -6.62443
H 1.82428 2.78316 -6.92758
H 2.30069 1.19755 -5.10094
H -0.03040 -1.37503 -3.39158
H 0.86168 -3.45013 -4.38440
H 3.30100 -3.76980 -4.59092
H 4.85535 -2.01562 -3.81595
H 3.98100 0.05477 -2.80827
H 2.86065 -0.06791 -0.24902
H 4.35738 1.01474 1.38078
H 4.73297 3.45385 1.28555
H 3.64669 4.81397 -0.46341
H 2.17473 3.74012 -2.12864
N -2.80420 -1.58379 -2.93200
C -2.38426 -0.86183 -2.13712
H -3.21670 -2.15835 -3.64193
```

As for the LUMO energy: -6.129 eV. The energy above the lowest of the compared OMol25 structures with the same formula, charge and spin comes out at 5.68 kcal/mol. The value obtained for the HOMO energy is -13.1 eV. Its net charge is +2. Its multiplicity is 1.

Q: Number 1 is which compound?
A: C43H36F3FeN3P2S2